# C4H9NS2

A molecular structure, C4H9NS2 in a non-equilibrium geometry (ωB97M-V with the def2-TZVPD basis set, the OMol25 dataset).

Results
Frontier orbital gap in eV: 8.0
Max |F| in hartree/bohr: 0.12719
Energy in eV: -27447.355
2S+1: 1
E_LUMO in eV: -0.5
Energy relative to the best compared isomer or geometry (same formula, charge and spin) in kcal/mol: 170.4

Positions of all 16 atoms, in Å:
C 1.819 -0.944 -0.565
C 0.305 0.504 1.298
C -0.973 0.555 0.315
C -1.258 -0.830 0.164
H 1.553 -0.133 -1.470
H 2.908 -1.285 -0.994
H 1.307 -1.933 -0.524
H -1.762 1.205 0.982
H -0.237 -1.392 0.148
H -1.916 -0.520 -0.970
H -2.167 -1.132 1.047
H -1.544 1.730 -1.362
H 0.470 2.020 -0.840
N -0.449 1.049 -1.030
S 2.016 0.196 0.842
S -0.072 0.911 2.962



# C4H9NSi

2 unconnected molecules or ions with the total composition C4H9NSi in a non-equilibrium geometry (ωB97M-V with the def2-TZVPD basis set, the OMol25 dataset).

Results
Frontier orbital gap (spin up / spin down) in eV: 6.8 / 8.2
Max |F| in hartree/bohr: 0.12016
Energy in eV: -13654.695
2S+1: 3
E_LUMO (spin up / spin down) in eV: 0.8 / -3.0
Energy relative to the best compared isomer or geometry (same formula, charge and spin) in kcal/mol: 0.0

Positions of all 15 atoms, in Å:
C 1.566 -0.787 -0.816
C -1.692 -1.457 -0.065
C -0.907 -0.335 0.552
C 0.726 0.298 -0.617
N 2.268 -1.682 -0.961
Si 1.272 1.822 0.318
H -1.811 -1.323 -1.067
H -1.284 -2.364 0.124
H -2.627 -1.417 0.325
H -0.297 -0.574 1.431
H -1.481 0.585 0.642
H 0.165 0.530 -1.630
H 0.060 2.601 0.381
H 2.324 2.824 -0.354
H 1.717 1.279 1.737



# C4H9NaO3

A molecular structure, C4H9NaO3 in a non-equilibrium geometry (ωB97M-V with the def2-TZVPD basis set, the OMol25 dataset).

Results
Frontier orbital gap in eV: 6.9
Max |F| in hartree/bohr: 0.06968
Energy in eV: -14851.240
2S+1: 1
E_LUMO in eV: -0.3
Energy relative to the best compared isomer or geometry (same formula, charge and spin) in kcal/mol: 0.0

Positions of all 17 atoms, in Å:
H 2.113 -1.242 0.950
C -2.627 1.233 0.183
O -1.762 0.163 -0.186
C -1.693 -0.893 0.688
C -0.934 -1.961 0.356
H -2.580 1.970 -0.626
H -3.655 0.862 0.299
H -2.287 1.700 1.118
H -2.534 -0.952 1.384
H 0.716 0.172 1.641
H -0.322 -1.934 -0.549
H -1.027 -2.865 0.956
O 1.403 0.711 1.091
C 2.394 -0.180 0.494
O 2.309 -0.110 -0.834
Na 0.376 0.824 -1.095
H 3.360 0.224 0.865



# C4H9O

2 unconnected molecules or ions with the total composition C4H9O in a non-equilibrium geometry (ωB97M-V with the def2-TZVPD basis set, the OMol25 dataset).

Results
Frontier orbital gap in eV: 6.0
Max |F| in hartree/bohr: 0.09667
Energy in eV: -6339.057
2S+1: 1
E_LUMO in eV: 4.0
Net charge: -1
Energy relative to the best compared isomer or geometry (same formula, charge and spin) in kcal/mol: 39.5

Positions of all 14 atoms, in Å:
C 1.249 -1.006 2.159
O 0.193 -1.474 1.633
H 1.175 0.137 2.347
H 1.621 -1.410 3.127
H 2.087 -0.956 1.387
C -1.261 -0.042 -0.718
C -0.817 1.070 -1.661
C 0.422 1.663 -1.771
H -1.233 -0.931 -1.342
H -0.611 -0.231 0.213
H -2.290 0.186 -0.509
H -1.498 1.123 -2.587
H 0.556 2.068 -2.759
H 1.096 1.689 -0.991



# C4H9O

A gas-phase ion, C4H9O (charge -1) in a non-equilibrium geometry (ωB97M-V with the def2-TZVPD basis set, the OMol25 dataset).

Results
Frontier orbital gap in eV: 6.2
Max |F| in hartree/bohr: 0.06839
Energy in eV: -6339.758
2S+1: 1
E_LUMO in eV: 4.2
Net charge: -1
Energy relative to the best compared isomer or geometry (same formula, charge and spin) in kcal/mol: 23.3

Positions of all 14 atoms, in Å:
C -1.430 0.526 0.258
O -2.553 0.687 0.926
C -0.415 -0.421 0.800
C 0.703 -0.884 -0.226
C 1.290 0.446 -0.777
H -1.772 0.048 -0.740
H -0.815 1.545 0.179
H -0.996 -1.296 1.226
H 0.063 -0.050 1.782
H 0.249 -1.313 -1.077
H 1.467 -1.420 0.321
H 0.355 1.070 -1.005
H 1.833 0.305 -1.667
H 2.019 0.756 0.002



# C4H9O2

A gas-phase ion, C4H9O2 (charge -1) in a non-equilibrium geometry (ωB97M-V with the def2-TZVPD basis set, the OMol25 dataset).

Results
Frontier orbital gap in eV: 6.3
Max |F| in hartree/bohr: 0.05159
Energy in eV: -8387.598
2S+1: 1
E_LUMO in eV: 3.8
Net charge: -1
Energy relative to the best compared isomer or geometry (same formula, charge and spin) in kcal/mol: 66.7

Positions of all 15 atoms, in Å:
C 0.585 -0.542 0.487
C 0.225 0.952 0.953
C -1.294 1.255 0.414
O -2.131 0.240 0.689
C 0.548 -0.708 -1.035
O 1.147 -1.938 -1.573
H -0.186 -1.249 0.888
H 1.573 -0.904 0.869
H 0.268 0.853 2.062
H 1.009 1.634 0.615
H -1.288 1.366 -0.793
H -1.502 2.364 0.907
H -0.526 -0.714 -1.308
H 1.036 0.082 -1.681
H 0.536 -2.692 -1.494



# C4H9O2

2 unconnected molecules or ions with the total composition C4H9O2 in a non-equilibrium geometry (ωB97M-V with the def2-TZVPD basis set, the OMol25 dataset).

Results
Frontier orbital gap in eV: 7.6
Max |F| in hartree/bohr: 0.04609
Energy in eV: -8389.941
2S+1: 1
E_LUMO in eV: 3.9
Net charge: -1
Energy relative to the best compared isomer or geometry (same formula, charge and spin) in kcal/mol: 12.7

Positions of all 15 atoms, in Å:
C -1.168 -1.669 -0.719
C -0.179 -1.144 -1.794
H -1.822 -0.897 -0.309
H -1.652 -2.435 -1.272
H -0.727 -1.995 0.217
H -0.547 -1.442 -2.777
H 0.013 -0.075 -1.753
H 0.764 -1.669 -1.708
C 1.376 1.365 1.319
C -0.065 1.869 1.634
O -0.347 2.269 2.777
O -0.737 2.060 0.573
H 1.530 0.348 1.696
H 2.035 2.034 1.866
H 1.524 1.382 0.250



# C4H9O2

2 unconnected molecules or ions with the total composition C4H9O2 in a non-equilibrium geometry (ωB97M-V with the def2-TZVPD basis set, the OMol25 dataset).

Results
Frontier orbital gap in eV: 8.0
Max |F| in hartree/bohr: 0.03186
Energy in eV: -8390.200
2S+1: 1
E_LUMO in eV: 4.2
Net charge: -1
Energy relative to the best compared isomer or geometry (same formula, charge and spin) in kcal/mol: 6.7

Positions of all 15 atoms, in Å:
C -0.095 1.288 2.538
C 1.226 1.609 1.890
H -0.074 0.260 2.905
H -0.441 2.046 3.246
H -0.903 1.174 1.819
H 1.285 2.585 1.383
H 1.513 0.898 1.126
H 2.081 1.548 2.582
C -0.758 -0.196 -2.406
C -0.254 -0.952 -1.105
O -0.524 -2.165 -1.095
O 0.252 -0.210 -0.236
H -1.781 -0.473 -2.651
H -0.043 -0.363 -3.208
H -0.750 0.872 -2.155



# C4H9O2

A gas-phase ion, C4H9O2 (charge +1) in a non-equilibrium geometry (ωB97M-V with the def2-TZVPD basis set, the OMol25 dataset).

Results
Frontier orbital gap in eV: 11.8
Max |F| in hartree/bohr: 0.11140
Energy in eV: -8379.793
2S+1: 1
E_LUMO in eV: -4.7
Net charge: +1
Energy relative to the best compared isomer or geometry (same formula, charge and spin) in kcal/mol: 25.1

Positions of all 15 atoms, in Å:
C -0.880 -0.227 -0.086
C -2.167 -0.902 -0.005
C 0.392 1.711 0.238
C 1.552 -1.043 0.029
O -0.753 0.992 -0.267
O 0.140 -1.129 0.213
H -3.007 -0.082 -0.107
H -2.411 -1.634 -0.659
H -2.229 -1.368 1.061
H -0.013 2.609 0.791
H 0.872 2.026 -0.680
H 1.056 1.093 0.841
H 1.991 -0.245 0.722
H 1.812 -2.013 0.212
H 1.873 -0.661 -0.960



# C4H9O2P

C4H9O2P in the gas phase in a non-equilibrium geometry (ωB97M-V with the def2-TZVPD basis set, the OMol25 dataset).

Results
Frontier orbital gap in eV: 10.1
Max |F| in hartree/bohr: 0.06345
Energy in eV: -17676.870
2S+1: 1
E_LUMO in eV: 0.9
Energy relative to the best compared isomer or geometry (same formula, charge and spin) in kcal/mol: 49.5

Positions of all 16 atoms, in Å:
C 2.371 -0.843 -0.808
C -0.482 0.254 -1.009
C -0.662 -0.704 1.365
C -0.156 0.471 0.537
O 2.510 0.469 -0.531
O 1.722 -1.509 -0.032
P 1.652 0.937 0.848
H 3.084 -1.219 -1.555
H -0.210 0.996 -1.785
H -1.497 0.032 -1.110
H 0.106 -0.632 -1.172
H -0.220 -0.597 2.357
H -0.417 -1.717 1.124
H -1.840 -0.597 1.591
H 1.582 2.326 0.305
H -0.727 1.375 0.859



# C4H9O2P

C4H9O2P in the gas phase (ωB97M-V with the def2-TZVPD basis set, the OMol25 dataset).

Results
Frontier orbital gap in eV: 10.0
Max |F| in hartree/bohr: 0.01480
Energy in eV: -17677.320
2S+1: 1
E_LUMO in eV: 0.6
Energy relative to the best compared isomer or geometry (same formula, charge and spin) in kcal/mol: 39.1

Positions of all 16 atoms, in Å:
O -2.939 1.295 -1.070
C -1.943 1.168 -0.411
O -1.947 1.368 0.934
C -0.610 0.771 -1.001
C 0.562 0.544 -0.030
C 0.768 -0.935 0.352
P 2.563 -1.374 0.557
H -2.821 1.098 1.259
H -0.352 1.515 -1.763
H -0.813 -0.150 -1.560
H 1.479 0.984 -0.428
H 0.342 1.087 0.893
H 0.279 -1.139 1.310
H 0.306 -1.613 -0.370
H 2.467 -2.192 1.701
H 2.657 -2.427 -0.375



# C4H9O2S

2 unconnected molecules or ions with the total composition C4H9O2S in a non-equilibrium geometry (ωB97M-V with the def2-TZVPD basis set, the OMol25 dataset).

Results
Frontier orbital gap in eV: 7.9
Max |F| in hartree/bohr: 0.01972
Energy in eV: -19225.711
2S+1: 1
E_LUMO in eV: 3.7
Net charge: -1
Energy relative to the best compared isomer or geometry (same formula, charge and spin) in kcal/mol: 10.1

Positions of all 16 atoms, in Å:
C 0.504 1.970 -0.399
C 0.249 0.692 -1.206
C -1.072 0.038 -0.793
S -1.137 -1.759 -1.120
H -0.384 2.616 -0.423
H 1.377 2.516 -0.750
H 0.671 1.692 0.634
H 0.206 0.913 -2.278
H 1.060 -0.018 -1.017
H -1.881 0.503 -1.341
H -1.241 0.209 0.277
O 0.546 -0.782 2.755
C 0.408 -1.809 2.119
O 0.847 -2.062 0.940
H -0.067 -2.687 2.626
H -0.086 -2.032 -0.024



# C4H9O2S

2 unconnected molecules or ions with the total composition C4H9O2S (ωB97M-V with the def2-TZVPD basis set, the OMol25 dataset).

Results
Frontier orbital gap in eV: 7.3
Max |F| in hartree/bohr: 0.01241
Energy in eV: -19225.823
2S+1: 1
E_LUMO in eV: 3.9
Net charge: -1
Energy relative to the best compared isomer or geometry (same formula, charge and spin) in kcal/mol: 7.5

Positions of all 16 atoms, in Å:
O -0.804 2.730 -2.122
C -0.872 1.542 -2.294
O 0.177 0.744 -2.384
H -1.829 1.031 -2.457
H -0.112 -0.154 -1.914
C 0.465 0.734 1.322
C 0.196 -0.738 1.608
C 0.382 -1.641 0.371
S -1.035 -1.497 -0.791
H 1.541 0.877 1.192
H 0.117 1.407 2.111
H -0.067 1.053 0.428
H 0.887 -1.069 2.397
H -0.820 -0.889 1.970
H 0.453 -2.670 0.727
H 1.321 -1.460 -0.163



# C4H9O3

2 unconnected molecules or ions with the total composition C4H9O3 in a non-equilibrium geometry (ωB97M-V with the def2-TZVPD basis set, the OMol25 dataset).

Results
Frontier orbital gap in eV: 8.7
Max |F| in hartree/bohr: 0.03460
Energy in eV: -10438.120
2S+1: 1
E_LUMO in eV: 4.2
Net charge: -1
Energy relative to the best compared isomer or geometry (same formula, charge and spin) in kcal/mol: 8.0

Positions of all 16 atoms, in Å:
C -0.744 -0.699 -1.234
O -1.131 -1.406 -0.056
C -1.310 -1.471 -2.427
H -1.103 0.359 -1.234
H 0.361 -0.629 -1.365
H -0.564 -1.005 0.680
H -2.376 -1.664 -2.199
H -1.192 -0.896 -3.365
H -0.843 -2.447 -2.518
O 1.133 1.399 0.096
C 0.971 0.952 1.258
O 0.574 -0.232 1.565
C 1.428 1.771 2.459
H 2.344 1.321 2.915
H 1.753 2.794 2.166
H 0.699 1.853 3.258



# C4H9O3

2 unconnected molecules or ions with the total composition C4H9O3 in a non-equilibrium geometry (ωB97M-V with the def2-TZVPD basis set, the OMol25 dataset).

Results
Frontier orbital gap in eV: 8.3
Max |F| in hartree/bohr: 0.02088
Energy in eV: -10437.939
2S+1: 1
E_LUMO in eV: 4.0
Net charge: -1
Energy relative to the best compared isomer or geometry (same formula, charge and spin) in kcal/mol: 12.1

Positions of all 16 atoms, in Å:
C 0.954 1.859 0.489
C 1.741 0.552 0.705
O 0.869 2.174 -0.872
H 0.016 1.700 1.009
H 1.467 2.701 0.963
H 2.054 0.236 -0.298
H 0.140 1.676 -1.283
H 1.111 -0.226 1.131
H 2.635 0.690 1.306
C -1.459 -2.202 -0.149
C -1.749 -0.852 -0.839
O -0.755 -0.098 -0.994
O -2.926 -0.686 -1.230
H -0.864 -2.052 0.758
H -0.828 -2.798 -0.800
H -2.406 -2.673 0.106